[1]
C36H45F13O33S2 | ωB97M-V/def2-TZVPD

The value obtained for the total energy is -162626.0209 eV. The LUMO energy is 0.0 eV.

The geometry in XYZ format:
```
129
Properties=species:S:1:pos:R:3:lowdin_charge:R:1
O 3.726 -0.925 -4.212 -0.41
S 2.275 -0.981 -4.273 0.92
O 1.896 -0.073 -5.589 -0.27
O 1.677 0.041 -3.191 -0.34
C 2.419 1.238 -2.921 -0.21
C 1.589 2.228 -2.102 -0.04
C 0.165 2.528 -2.524 -0.42
F -0.389 3.454 -1.697 0.12
F -0.561 1.389 -2.357 0.12
C -0.178 2.985 -3.969 -0.34
F 0.387 2.181 -4.864 0.16
F -1.522 2.820 -4.101 0.14
C 0.011 4.491 -4.406 -0.34
F -0.066 4.522 -5.747 0.15
F -1.055 5.167 -3.930 0.14
C 1.223 5.376 -3.960 -0.41
F 1.414 5.299 -2.651 0.16
F 0.860 6.639 -4.239 0.12
S 2.887 5.126 -4.860 0.78
F 3.540 4.498 -3.567 -0.13
F 3.353 6.563 -4.372 -0.12
F 2.274 5.763 -6.171 -0.12
F 2.460 3.680 -5.345 -0.12
F 4.259 4.951 -5.615 -0.11
H 2.528 -0.299 -6.285 0.07
H 3.288 0.984 -2.318 0.11
H 2.805 1.693 -3.833 0.11
H 1.481 1.816 -1.095 0.15
H 2.198 3.120 -1.979 0.10
C -3.087 6.552 -6.110 -0.12
C -2.559 7.833 -5.496 -0.12
O -3.475 8.809 -6.000 0.06
C -4.636 8.185 -6.319 -0.57
O -5.644 8.740 -6.607 0.17
O -4.480 6.841 -6.260 0.06
H -2.950 5.679 -5.480 0.12
H -2.661 6.357 -7.097 0.14
H -2.615 7.825 -4.406 0.13
H -1.545 8.079 -5.802 0.13
C -2.933 -1.459 -2.757 -0.10
C -2.628 -2.550 -3.764 -0.10
O -1.198 -2.637 -3.684 0.06
C -0.807 -2.169 -2.476 -0.58
O 0.297 -2.244 -2.045 0.14
O -1.845 -1.586 -1.835 0.06
H -3.878 -1.605 -2.246 0.11
H -2.904 -0.460 -3.196 0.13
H -3.060 -3.509 -3.476 0.13
H -2.933 -2.309 -4.778 0.14
C -7.382 -3.582 -0.784 -0.11
C -5.942 -3.118 -0.809 -0.11
O -5.556 -3.392 -2.164 0.02
C -6.677 -3.428 -2.930 -0.58
O -6.665 -3.465 -4.119 0.15
O -7.778 -3.408 -2.158 0.07
H -7.988 -2.996 -0.112 0.10
H -7.470 -4.640 -0.530 0.14
H -5.851 -2.046 -0.625 0.13
H -5.296 -3.656 -0.121 0.13
C -5.140 -2.558 3.953 -0.09
C -6.285 -2.409 4.934 -0.08
O -7.406 -2.171 4.055 0.07
C -7.110 -2.682 2.853 -0.57
O -7.874 -2.789 1.938 0.13
O -5.821 -3.055 2.783 0.06
H -4.382 -3.268 4.272 0.14
H -4.669 -1.610 3.705 0.11
H -6.482 -3.316 5.501 0.10
H -6.161 -1.573 5.616 0.14
C 7.787 3.472 -1.924 -0.11
C 7.148 4.847 -1.913 -0.10
O 5.750 4.530 -1.947 0.05
C 5.585 3.283 -1.462 -0.56
O 4.529 2.788 -1.216 0.16
O 6.773 2.671 -1.298 0.08
H 8.710 3.424 -1.358 0.11
H 7.955 3.093 -2.933 0.13
H 7.365 5.395 -0.995 0.14
H 7.409 5.462 -2.770 0.13
C -0.903 -1.623 2.705 -0.10
C -0.421 -2.202 4.019 -0.11
O -1.113 -1.375 4.980 0.07
C -2.206 -0.863 4.390 -0.60
O -3.084 -0.288 4.959 0.14
O -2.196 -1.103 3.063 0.05
H -0.994 -2.359 1.914 0.13
H -0.285 -0.793 2.359 0.14
H -0.730 -3.234 4.160 0.12
H 0.650 -2.125 4.168 0.13
C 2.858 -5.751 4.637 -0.12
C 3.553 -5.908 3.297 -0.10
O 2.497 -5.631 2.368 0.07
C 1.572 -4.878 2.995 -0.56
O 0.657 -4.338 2.456 0.15
O 1.822 -4.809 4.318 0.06
H 3.492 -5.356 5.421 0.12
H 2.395 -6.673 4.985 0.13
H 4.346 -5.173 3.147 0.13
H 3.948 -6.905 3.122 0.13
C -10.984 -3.436 6.240 -0.11
C -10.745 -4.557 5.245 -0.11
O -9.325 -4.712 5.307 0.06
C -8.890 -4.236 6.493 -0.57
O -7.776 -4.356 6.893 0.15
O -9.883 -3.595 7.144 0.07
H -11.923 -3.521 6.781 0.13
H -10.915 -2.450 5.779 0.13
H -11.212 -5.494 5.555 0.13
H -11.048 -4.317 4.230 0.13
C 12.374 4.954 -3.915 -0.11
C 11.225 3.977 -4.093 -0.11
O 10.743 3.837 -2.751 0.03
C 11.099 4.943 -2.050 -0.57
O 10.690 5.203 -0.966 0.17
O 11.959 5.698 -2.763 0.07
H 12.513 5.625 -4.757 0.13
H 13.316 4.453 -3.688 0.13
H 10.425 4.384 -4.713 0.13
H 11.527 3.009 -4.481 0.13
C 5.042 -5.443 9.537 -0.11
C 3.904 -5.341 10.536 -0.11
O 2.778 -5.102 9.686 0.07
C 3.060 -5.575 8.455 -0.56
O 2.278 -5.677 7.567 0.16
O 4.369 -5.917 8.365 0.05
H 5.820 -6.143 9.826 0.13
H 5.489 -4.473 9.315 0.13
H 3.740 -6.274 11.079 0.13
H 4.013 -4.525 11.244 0.13
```

---

[2]
C3H13Ba3O4 | ωB97M-V/def2-TZVPD

The value obtained for the total energy is -13529.8478 eV. The energy above the lowest of the compared OMol25 structures with the same formula, charge and spin is 353.8 kJ/mol. The LUMO energy is -17.6 eV. The net charge is +5.

The geometry in XYZ format:
```
23
Properties=species:S:1:pos:R:3:lowdin_charge:R:1
Ba 0.443 5.424 -2.914 1.87
Ba -3.429 1.433 -4.380 1.81
Ba 1.773 0.649 -5.790 1.84
O -0.027 1.530 -2.432 -0.65
H 0.003 0.905 -1.681 -0.10
C 0.451 2.119 3.456 -0.14
O 1.081 3.192 4.140 -0.04
H 0.983 1.218 3.760 0.10
H -0.595 2.026 3.749 0.10
H 0.673 2.147 2.389 0.06
H 0.642 3.029 4.978 0.10
C -2.548 -1.766 -0.759 -0.11
O -3.731 -1.632 -1.603 -0.18
H -2.577 -0.962 -0.023 0.08
H -2.567 -2.725 -0.241 0.10
H -1.724 -1.707 -1.470 0.06
H -4.278 -2.411 -1.479 0.09
C 2.543 -1.760 0.050 -0.17
O 2.147 -3.122 0.358 -0.08
H 1.881 -0.999 0.463 0.06
H 3.500 -1.443 0.465 0.08
H 2.561 -1.441 -0.992 0.04
H 2.795 -3.706 -0.044 0.08
```

---

[3]
C27H27F3HfN9S3 | ωB97M-V/def2-TZVPD

The value obtained for the total energy is -83790.8542 eV. The energy above the lowest of the compared OMol25 structures with the same formula, charge and spin is 139.0 kJ/mol. The LUMO energy is -8.9 eV. The net charge is +3.

The geometry in XYZ format:
```
70
Properties=species:S:1:pos:R:3:lowdin_charge:R:1
Hf -0.767 -0.410 -0.585 1.23
C -4.126 3.530 -2.349 0.00
N -3.391 3.489 -1.112 -0.10
C -3.105 4.565 -0.313 -0.01
C -2.492 4.107 0.801 -0.01
N -2.395 2.729 0.692 0.01
C -2.935 2.376 -0.516 -0.65
S -3.054 0.821 -1.190 0.64
C -2.149 1.869 1.781 -0.25
C -2.538 2.295 3.050 0.04
C -2.381 1.439 4.125 0.02
C -1.841 0.181 3.889 0.00
C -1.478 -0.161 2.603 -0.10
N -1.613 0.660 1.540 -0.02
H -4.213 4.559 -2.691 0.11
H -5.131 3.127 -2.204 0.12
H -3.630 2.930 -3.112 0.10
H -3.374 5.566 -0.586 0.15
H -2.104 4.647 1.640 0.14
H -2.991 3.265 3.187 0.13
H -2.701 1.733 5.113 0.14
H -1.728 -0.534 4.688 0.13
H -1.077 -1.150 2.394 0.08
C 3.325 -3.301 -3.806 0.02
C 1.864 -3.152 -3.858 -0.29
N 1.052 -3.863 -4.562 0.16
N -0.183 -3.380 -4.379 0.08
C -0.179 -2.341 -3.541 -0.71
S -1.454 -1.342 -3.073 0.61
N 1.132 -2.179 -3.177 -0.08
N 1.546 -1.195 -2.266 0.07
H 3.620 -4.097 -4.485 0.11
H 3.668 -3.562 -2.806 0.10
H 3.813 -2.377 -4.111 0.10
H -0.973 -3.798 -4.861 0.19
H 2.267 -1.597 -1.657 0.12
H 1.995 -0.427 -2.780 0.12
C 4.331 5.194 -0.446 0.02
C 2.971 4.686 -0.687 -0.22
C 1.971 5.350 -1.371 0.07
C 0.723 4.732 -1.543 -0.26
N 0.497 3.487 -1.100 0.12
C 1.469 2.859 -0.473 -0.75
S 1.318 1.243 0.083 0.61
N 2.672 3.446 -0.230 0.12
C -0.369 5.448 -2.238 0.00
H 4.390 6.263 -0.616 0.11
H 5.032 4.709 -1.130 0.12
H 4.669 4.969 0.564 0.11
H 2.142 6.334 -1.775 0.14
H 3.373 2.921 0.289 0.16
H -0.010 5.845 -3.188 0.11
H -0.682 6.308 -1.643 0.11
H -1.220 4.801 -2.419 0.07
F -0.478 -8.465 4.591 0.17
C 0.690 -7.848 4.378 -0.60
F 1.508 -8.738 3.801 0.17
F 1.206 -7.545 5.569 0.16
C 0.519 -6.632 3.496 -0.07
C 0.970 -5.389 3.917 0.02
C 0.828 -4.292 3.092 0.00
C 0.230 -4.441 1.837 -0.25
C -0.220 -5.698 1.419 0.01
C -0.080 -6.790 2.252 0.03
C 0.017 -3.300 1.025 -0.10
C -0.210 -2.304 0.356 -0.19
H 1.419 -5.280 4.891 0.13
H 1.174 -3.323 3.417 0.12
H -0.687 -5.811 0.454 0.12
H -0.442 -7.758 1.945 0.14
```

---

[4]
C6H11NO | ωB97M-V/def2-TZVPD

The value obtained for the total energy is -9935.1292 eV. The energy above the lowest of the compared OMol25 structures with the same formula, charge and spin is 320.8 kJ/mol. The LUMO energy is 0.9 eV.

The geometry in XYZ format:
```
19
Properties=species:S:1:pos:R:3:lowdin_charge:R:1
C -2.381 -0.402 0.289 -0.03
C -1.039 0.154 0.110 -0.31
N -0.089 -0.684 -0.082 -0.22
O -0.192 -1.933 -0.274 -0.08
C 1.178 0.126 -0.328 -0.29
C 2.354 -0.546 0.314 -0.07
C 0.772 1.606 0.125 -0.13
C -0.716 1.622 -0.247 -0.14
H -2.697 -0.057 1.293 0.08
H -3.175 0.085 -0.392 0.11
H -2.194 -1.548 0.182 0.11
H 1.324 0.097 -1.434 0.16
H 3.290 0.146 0.099 0.12
H 2.602 -1.551 0.002 0.07
H 2.210 -0.568 1.391 0.07
H 0.880 1.546 1.309 0.15
H 1.295 2.542 -0.288 0.13
H -1.331 2.404 0.347 0.13
H -1.053 1.792 -1.320 0.13
```

---

[5]
C13H24Br2CoN4O7P2 | ωB97M-V/def2-TZVPD

The value obtained for the total energy is -230461.3303 eV. The energy above the lowest of the compared OMol25 structures with the same formula, charge and spin is 0.0 kJ/mol. As for the multiplicity: 2. The LUMO energy (alpha / beta) is 0.2 / 0.2 eV.

The geometry in XYZ format:
```
53
Properties=species:S:1:pos:R:3:lowdin_charge:R:1
Co 0.569 0.218 0.238 0.31
N -1.677 3.681 -2.130 0.15
C -0.358 3.436 -1.427 -0.48
C 0.480 4.705 -1.431 -0.08
P -0.920 2.985 0.304 0.34
O 0.176 3.590 1.257 -0.17
O -2.227 3.692 0.407 -0.29
O -0.926 1.468 0.393 -0.35
P 0.394 1.979 -2.258 0.34
O 1.386 2.594 -3.364 -0.12
O -0.746 1.289 -2.923 -0.30
O 1.282 1.277 -1.257 -0.36
H -2.346 3.914 -1.359 0.12
H -1.919 2.787 -2.594 0.12
H -1.610 4.418 -2.828 0.16
H -0.016 5.501 -0.874 0.09
H 0.684 5.038 -2.451 0.08
H 1.432 4.511 -0.938 0.09
H 0.880 2.941 1.525 -0.09
H 2.300 2.565 -3.057 0.08
O 2.338 -4.018 -3.837 0.09
C 1.980 -3.148 -2.874 -0.30
C 0.787 -2.430 -2.898 0.03
C 0.532 -1.564 -1.864 -0.11
N 1.363 -1.368 -0.821 -0.03
C 2.505 -2.051 -0.832 -0.70
Br 3.726 -1.765 0.565 0.81
C 2.856 -2.955 -1.818 -0.03
H 1.665 -4.048 -4.526 0.12
H 0.078 -2.524 -3.710 0.13
H -0.371 -0.965 -1.885 0.11
H 3.796 -3.483 -1.777 0.12
Br 2.255 1.239 1.908 0.12
C -1.520 -1.586 0.953 -0.13
C -2.384 -2.311 2.012 -0.15
N -1.665 -2.416 3.281 -0.16
C -0.340 -2.974 3.022 -0.15
C 0.509 -1.989 2.185 -0.17
N -0.363 -0.930 1.617 -0.23
C -0.896 -0.126 2.758 -0.15
C -1.484 -1.070 3.826 -0.14
H -2.082 -0.813 0.426 0.12
H -1.122 -2.291 0.222 0.11
H -2.646 -3.314 1.669 0.12
H -3.314 -1.770 2.192 0.12
H -0.467 -3.924 2.499 0.12
H 0.149 -3.185 3.975 0.12
H 0.998 -2.507 1.366 0.08
H 1.278 -1.485 2.769 0.09
H -1.649 0.541 2.350 0.11
H -0.075 0.479 3.141 0.06
H -2.448 -0.694 4.175 0.12
H -0.827 -1.145 4.694 0.12
```

---

[6]
C16H28B4O10 | ωB97M-V/def2-TZVPD

The value obtained for the total energy is -40234.6776 eV. The energy above the lowest of the compared OMol25 structures with the same formula, charge and spin is 0.0 kJ/mol. The LUMO energy is 0.3 eV.

The geometry in XYZ format:
```
58
Properties=species:S:1:pos:R:3:lowdin_charge:R:1
C -5.880 4.766 2.122 -0.01
B -5.457 3.519 1.274 -0.32
O -6.292 3.025 0.287 0.12
B -3.948 2.750 1.575 -0.38
O -2.913 3.414 2.240 0.23
B -2.467 2.705 3.347 -0.34
O -2.454 1.337 3.261 0.26
B -2.633 0.926 1.934 -0.51
C -1.567 -0.006 1.277 -0.06
C -2.125 -0.992 0.237 -0.17
C -1.116 -2.079 -0.215 -0.15
C 0.289 -1.590 -0.421 -0.24
C 1.194 -1.444 0.635 -0.06
C 2.477 -0.957 0.447 -0.07
C 2.888 -0.625 -0.841 -0.09
C 2.015 -0.795 -1.908 -0.08
C 0.723 -1.264 -1.707 -0.04
O -3.730 1.421 1.241 0.30
H -6.902 5.075 1.913 0.06
H -5.803 4.578 3.194 0.07
H -5.186 5.583 1.927 0.08
H -5.846 3.010 -0.564 0.10
H -2.146 3.292 4.326 0.12
H -1.031 -0.529 2.065 0.11
H -0.822 0.617 0.776 0.13
H -2.996 -1.494 0.646 0.11
H -2.367 -0.421 -0.655 0.12
H -1.154 -2.943 0.444 0.12
H -1.476 -2.424 -1.183 0.10
H 0.845 -1.704 1.624 0.10
H 3.122 -0.843 1.304 0.10
H 3.889 -0.248 -0.979 0.10
H 2.330 -0.566 -2.916 0.10
H 0.049 -1.373 -2.543 0.11
C 2.095 2.563 -7.419 -0.04
O 1.871 1.372 -8.177 0.01
C 1.722 0.274 -7.438 -0.63
O 1.761 0.222 -6.237 0.12
O 1.523 -0.756 -8.258 0.01
C 1.346 -2.009 -7.594 -0.04
H 2.197 3.369 -8.139 0.09
H 1.249 2.766 -6.765 0.10
H 3.009 2.480 -6.834 0.10
H 0.471 -1.980 -6.947 0.10
H 2.231 -2.266 -7.016 0.10
H 1.195 -2.750 -8.373 0.09
C 1.389 -0.762 6.161 -0.04
O 2.032 -2.033 6.292 0.01
C 2.998 -2.250 5.402 -0.63
O 3.349 -1.486 4.542 0.12
O 3.509 -3.459 5.628 0.01
C 4.563 -3.826 4.735 -0.04
H 0.633 -0.721 6.939 0.09
H 2.103 0.046 6.306 0.10
H 0.912 -0.670 5.188 0.09
H 5.400 -3.137 4.825 0.10
H 4.205 -3.849 3.707 0.10
H 4.880 -4.822 5.029 0.09
```